(1)
The molecule C4H10N2O in a non-equilibrium geometry, computed with ωB97M-V/def2-TZVPD.

Last column: Mulliken charge in e.
Element x y z (Å)
1 O 2.8863 0.6321 -0.5878  -0.591
2 N -1.7134 -2.0680 -0.0787  -0.565
3 N 2.0391 0.7893 1.5211  -0.337
4 C 1.9952 0.8901 0.1740  0.551
5 C 0.5127 1.1761 -0.4719  -0.640
6 C -1.3828 -0.9202 -0.7748  -0.384
7 C -0.6355 0.3542 -0.0171  -0.692
8 H -2.5834 -2.5872 -0.3933  0.240
9 H -2.3139 -0.4656 -1.1423  0.303
10 H -1.5423 0.8970 0.0578  0.326
11 H -0.7766 -0.9996 -1.7059  0.245
12 H 1.1582 1.0531 1.9861  0.203
13 H 2.7612 0.6287 2.1317  0.180
14 H 0.4431 2.3180 -0.2440  0.304
15 H -0.4628 -0.0631 0.9547  0.329
16 H -1.0957 -2.8379 0.1080  0.189
17 H 0.7107 1.2031 -1.5176  0.338

Forces on atoms 1 to 2 (eV/Å):
O 1.1401 0.2890 -0.1039
N -2.4897 -2.8704 1.2540

Calculated values
Energy above the lowest of the compared OMol25 structures with the same formula, charge and spin in eV: 2.322
HOMO energy in hartree: -0.3263
Net charge: 0
Gap between HOMO and LUMO in Ha: 0.3600
Lowest unoccupied orbital energy in Eh: 0.03373


(2)
A 2-piece molecular cluster, C31H41N4O2 overall in a non-equilibrium geometry, computed with ωB97M-V/def2-TZVPD.

Last column: Mulliken charge in e.
Element x y z (Å)
1 O 5.4913 0.5799 0.0283  -0.660
2 O -2.4937 1.2320 -2.0651  -0.702
3 N -1.6980 -0.9883 -3.1086  -0.408
4 N 1.9952 -0.1556 0.3520  0.365
5 N -2.6737 2.5418 -3.9040  0.192
6 N 3.6639 1.1968 1.3148  0.277
7 C -2.9835 -0.3239 -5.0552  -0.531
8 C -2.7442 -1.0983 1.1481  0.540
9 C 5.0912 -2.0318 1.9444  -0.146
10 C 1.8829 0.3389 2.8444  -0.887
11 C 3.9087 -2.2783 1.2617  0.297
12 C -3.2320 3.6092 -3.0996  -1.026
13 C 0.8348 -0.8022 0.0503  -1.040
14 C 2.8453 -2.8366 1.9527  -0.049
15 C 1.0885 2.6989 2.6522  -0.710
16 C -3.6469 -1.5625 -4.4194  -0.729
17 C -5.0547 -1.7123 1.5217  -0.876
18 C 3.7543 -1.8743 -0.1733  -1.484
19 C 2.9667 -3.1612 3.2880  -0.854
20 C -2.9649 -1.7400 -3.0553  -0.368
21 C -2.4392 2.7857 -5.3303  -1.028
22 C -1.5139 -1.3186 0.4665  -0.647
23 C -2.8953 -0.0830 2.1142  -0.411
24 C 4.1513 -2.9232 3.9536  -0.428
25 C 5.2143 -2.3586 3.2794  -0.819
26 C -3.8601 -1.9112 0.8713  -0.286
27 C -1.9023 0.1379 -4.0481  -0.193
28 C 4.3931 2.1104 2.1736  -1.033
29 C -2.3655 1.3448 -3.2677  0.619
30 C -0.3639 -0.5892 0.6944  1.128
31 C 3.2999 -0.4212 -0.3213  0.104
32 C -5.1777 -0.7052 2.4631  -0.391
33 C 1.4025 1.5588 3.6615  -0.930
34 C 4.3167 0.5060 0.3191  0.175
35 C 2.2157 0.8707 1.4287  0.772
36 C 1.3706 2.1526 1.2337  -1.258
37 C -4.0951 0.1032 2.7572  -0.835
38 H 1.9139 -2.9985 1.4373  0.545
39 H -0.3995 0.1808 1.4381  -0.377
40 H 2.1315 -3.5962 3.8116  0.419
41 H -3.7643 -2.6993 0.1449  0.455
42 H 2.1809 1.8743 4.3679  0.385
43 H 3.1835 -0.1479 -1.3787  0.435
44 H -2.7717 -2.7928 -2.8232  0.471
45 H 1.7199 3.5730 2.8560  0.390
46 H -4.7306 -1.4342 -4.3184  0.332
47 H 3.0513 -2.5485 -0.6727  0.581
48 H -2.5739 4.4744 -3.1070  0.326
49 H 1.9276 2.8680 0.6198  0.444
50 H -3.3843 2.9410 -5.8472  0.336
51 H 0.5251 1.3086 4.2706  0.374
52 H -2.0656 0.5571 2.3570  0.683
53 H 6.1393 -2.1667 3.7979  0.430
54 H -4.2138 3.8956 -3.4703  0.330
55 H -0.9466 0.3579 -4.5447  0.388
56 H 1.1185 -0.4426 2.7940  0.323
57 H -5.8976 -2.3435 1.3002  0.408
58 H -4.1906 0.8835 3.4941  0.425
59 H 5.4350 2.1356 1.8582  0.422
60 H 2.7698 -0.1297 3.2825  0.303
61 H -3.5950 -1.3349 -2.2538  0.107
62 H -3.3374 3.2605 -2.0738  0.258
63 H -3.7131 0.4771 -5.2161  0.274
64 H -3.4989 -2.4501 -5.0446  0.249
65 H 4.2416 -3.1674 5.0002  0.415
66 H 0.8751 -1.5443 -0.7238  0.701
67 H -1.8289 3.6772 -5.4580  0.359
68 H 4.3454 1.7766 3.2085  0.299
69 H 4.7136 -2.0002 -0.6861  0.609
70 H -1.4696 -0.5990 -2.1849  0.046
71 H 5.9072 -1.5574 1.4247  0.483
72 H 0.0519 3.0453 2.7462  0.436
73 H 3.9751 3.1122 2.0997  0.283
74 H -1.9212 1.9551 -5.8026  0.338
75 H -1.4707 -2.1172 -0.2531  0.538
76 H 0.4488 1.9315 0.6871  0.276
77 H -2.5481 -0.5560 -6.0343  0.345
78 H -6.1154 -0.5506 2.9698  0.414

Forces on atoms 1 to 2 (eV/Å):
O -0.6095 -0.1052 -0.0072
O -0.1059 0.1189 1.0846

Calculated values
Energy above the lowest of the compared OMol25 structures with the same formula, charge and spin in eV: 0.000
HOMO energy in hartree: -0.4106
Net charge: +1
Gap between HOMO and LUMO in Ha: 0.2414
Lowest unoccupied orbital energy in Eh: -0.16927


(3)
A 2-piece molecular cluster, C7H14O overall in a non-equilibrium geometry, computed with ωB97M-V/def2-TZVPD.

Last column: Mulliken charge in e.
Element x y z (Å)
1 O -0.5956 2.4683 0.2282  -0.576
2 C 0.1498 1.1097 -0.2304  -1.419
3 C 0.8720 -1.6943 -2.0974  -0.861
4 C 2.4863 -1.5022 -0.1811  -1.013
5 C 1.1760 -1.3365 -0.8673  0.359
6 C -0.9730 0.9238 2.1101  -1.427
7 C -2.4257 0.8313 0.0010  -1.463
8 C -1.1329 1.2958 0.6470  1.707
9 H -0.0391 1.3283 2.5001  0.382
10 H 2.8066 -0.5611 0.2684  0.266
11 H 3.2518 -1.8303 -0.8855  0.342
12 H -0.1417 -1.6742 -2.4672  0.282
13 H 2.4132 -2.2319 0.6298  0.252
14 H -2.4715 1.1628 -1.0335  0.401
15 H -1.7975 1.3515 2.6824  0.382
16 H 0.3685 -0.7415 -0.2593  0.216
17 H 1.1161 1.1699 0.2562  0.471
18 H -2.4964 -0.2551 0.0281  0.285
19 H 0.0366 1.1032 -1.3071  0.493
20 H 1.6368 -2.0174 -2.7925  0.254
21 H -3.2704 1.2609 0.5369  0.385
22 H -0.9701 -0.1610 2.2332  0.284

Forces on atoms 1 to 2 (eV/Å):
O 0.9780 -0.3139 -0.6420
C -2.6224 3.7824 1.5651

Calculated values
Energy above the lowest of the compared OMol25 structures with the same formula, charge and spin in eV: 3.043
HOMO energy in hartree: -0.3569
Net charge: 0
Gap between HOMO and LUMO in Ha: 0.3891
Lowest unoccupied orbital energy in Eh: 0.03226


(4)
A 5-piece molecular cluster, C2H12O4 overall in a non-equilibrium geometry, computed with ωB97M-V/def2-TZVPD.

Last column: Mulliken charge in e.
Element x y z (Å)
1 O -0.1062 1.3986 -1.5102  -0.690
2 O 1.7017 -0.6406 -0.7687  -0.759
3 O 1.6182 1.8266 0.4077  -0.798
4 O -1.1005 0.5991 2.0177  -0.559
5 C -1.3664 -1.8074 -0.6369  -0.498
6 C -1.3247 -2.3593 0.5619  -0.383
7 H 1.7883 0.7708 0.2358  0.503
8 H 1.0977 -1.4271 -0.6594  0.353
9 H -1.1680 1.2837 2.7962  0.316
10 H -0.7958 1.2450 1.4798  0.254
11 H -1.7694 -3.1864 1.0231  0.305
12 H 0.1078 1.7940 -2.3747  0.271
13 H 2.4538 2.3285 -0.0119  0.320
14 H 0.5262 1.7581 -0.8525  0.421
15 H -1.0220 -0.8664 -1.0685  0.288
16 H 1.0412 -0.1495 -1.3216  0.405
17 H -1.0041 -1.7030 1.4336  0.129
18 H -2.0135 -2.3178 -1.4018  0.122

Forces on atoms 1 to 2 (eV/Å):
O -0.1545 -0.0654 -1.0449
O -1.9855 -0.9297 -0.6441

Calculated values
Energy above the lowest of the compared OMol25 structures with the same formula, charge and spin in eV: 2.286
HOMO energy in hartree: -0.3690
Net charge: 0
Gap between HOMO and LUMO in Ha: 0.3859
Lowest unoccupied orbital energy in Eh: 0.01694


(5)
A 2-piece molecular cluster, C29H50BrClN5O3P overall in a non-equilibrium geometry, computed with ωB97M-V/def2-TZVPD.

Last column: Mulliken charge in e.
Element x y z (Å)
1 Br -0.9318 -3.3951 7.6098  -0.167
2 Cl 1.8938 4.1985 0.9662  -0.227
3 P -6.0645 -0.7106 -4.9514  0.762
4 O -0.1711 -4.5998 5.0726  -0.497
5 O -5.4667 -1.3525 -3.6756  -0.781
6 O 8.5643 -0.8809 5.7080  -0.378
7 N -4.9666 -1.5886 -5.9177  0.173
8 N -3.3452 -2.3824 1.9491  -0.450
9 N -6.7518 0.0274 -6.4181  -0.006
10 N -5.4960 0.8447 -4.5046  0.157
11 N -2.0972 -0.0690 -0.1127  -0.322
12 C 9.2916 0.0974 4.8692  -0.509
13 C -4.0171 -1.1934 -6.9397  -1.072
14 C 8.2052 1.2587 4.3519  -0.258
15 C 6.8339 1.8138 2.0128  -0.510
16 C -2.1190 -2.8062 4.7841  -0.418
17 C -0.1638 -0.7937 4.2104  -0.929
18 C -8.2222 0.0018 -6.2200  -1.168
19 C -4.6125 1.6710 -5.3386  -0.952
20 C -1.4568 -1.6872 3.7436  0.309
21 C 8.1643 -2.0646 4.9244  -0.348
22 C 8.1633 1.1348 2.7170  -0.620
23 C -3.8855 -2.0485 0.5871  -0.432
24 C -1.5407 -0.3759 1.2488  0.059
25 C -1.0025 -3.6913 5.5979  0.371
26 C -2.1725 -1.4919 2.2489  0.285
27 C 3.6448 -0.4047 2.6150  -0.610
28 C -0.8965 4.0758 0.5996  -0.965
29 C 0.4274 1.6550 0.7016  -0.801
30 C 0.4794 0.3575 3.2066  0.449
31 C -5.3230 -2.9982 -6.1065  -1.100
32 C 5.8648 0.6347 1.3301  -0.713
33 C -3.3025 -0.9117 -0.4198  0.106
34 C 1.7418 1.2227 3.7941  -0.816
35 C 5.2877 -0.3199 2.5369  0.056
36 C 0.3375 3.1992 1.3059  0.208
37 C -0.2253 0.5238 1.7359  0.492
38 C -6.5536 -0.2493 -7.8350  -1.084
39 C 3.1144 1.1477 2.9012  0.011
40 C -5.0349 1.0042 -3.1045  -1.072
41 H 7.5761 -2.8479 5.5893  0.256
42 H -7.3122 0.2418 -8.4558  0.468
43 H -6.6123 -1.3126 -8.0768  0.280
44 H -2.8402 -3.5638 4.2550  0.288
45 H -5.0025 1.8204 -6.3496  0.238
46 H 6.2366 2.5398 2.7176  0.219
47 H 8.5253 2.3430 4.6950  0.361
48 H -0.4921 4.8185 -0.2385  0.300
49 H -4.5839 -3.5613 -6.6818  0.387
50 H 5.6505 0.1783 3.5591  -0.117
51 H -2.7918 -2.2208 5.5777  0.363
52 H -4.3672 -1.4554 -7.9417  0.487
53 H -8.5899 -1.0303 -6.2567  0.407
54 H 0.0926 3.0871 2.4449  0.220
55 H -5.4332 -3.5030 -5.1457  0.254
56 H -3.6113 1.2461 -5.3829  0.315
57 H 9.1190 -2.6406 4.5144  0.277
58 H 9.7613 -0.4492 3.9347  0.310
59 H 7.4587 -1.8084 4.0118  0.020
60 H 10.0842 0.6807 5.5182  0.262
61 H -8.7589 0.5870 -6.9758  0.373
62 H 6.5939 0.0068 0.6423  0.349
63 H -3.8602 -0.7449 -1.4494  0.088
64 H 9.1150 1.7181 2.3084  0.288
65 H 8.2385 0.0296 2.3216  0.254
66 H 7.2363 2.4491 1.0914  0.291
67 H -1.7718 3.3855 0.2130  0.251
68 H -4.5220 2.6720 -4.9115  0.389
69 H -5.7602 0.5824 -2.4023  0.296
70 H -4.8314 -2.6688 0.2162  0.337
71 H 3.0831 1.7766 1.9132  -0.122
72 H 2.0192 0.7754 4.8654  0.356
73 H -5.6263 0.1998 -8.1980  0.304
74 H -0.1479 1.6969 -0.3407  0.355
75 H 3.1341 -0.8685 1.6688  0.229
76 H -4.9278 2.0560 -2.8172  0.338
77 H -6.2861 -3.0757 -6.6258  0.305
78 H -3.7807 -0.1327 -6.9462  0.258
79 H 5.7984 -1.3884 2.5214  0.240
80 H 7.1843 1.0113 4.8815  0.173
81 H 3.9732 1.6400 3.5688  0.169
82 H -1.2909 4.7922 1.4686  0.287
83 H -8.4930 0.4292 -5.2492  0.350
84 H 5.0428 1.0911 0.6320  0.262
85 H 0.2887 -0.9666 5.2758  0.130
86 H 3.3998 -0.9986 3.6203  0.272
87 H 1.5536 1.3880 0.4088  0.257
88 H 1.4685 2.3599 4.0054  0.309
89 H -4.0683 0.5116 -2.9504  0.500
90 H -3.0664 -1.7297 -6.8288  0.282

Forces on atoms 1 to 2 (eV/Å):
Br -0.1182 -0.1565 -1.7599
Cl -1.2309 -1.1378 0.6465

Calculated values
Energy above the lowest of the compared OMol25 structures with the same formula, charge and spin in eV: 20.998
HOMO energy in hartree: -0.2956
Net charge: 0
Gap between HOMO and LUMO in Ha: 0.2492
Lowest unoccupied orbital energy in Eh: -0.04643